# 1
DFT (wB97M-V/def2-TZVPD) results for a structure of composition C9H4Cl5IN2Ti at a distorted geometry.

The geometry in ORCA input format:
```
! wB97M-V def2-TZVPD RIJCOSX def2/J DEFGRID3
* xyz 1 2
Cl -1.415 2.557 0.360
C -1.774 -1.997 0.106
H 4.664 2.178 -0.309
C -1.921 0.547 0.002
N 1.865 0.761 0.644
I 5.505 -1.032 -0.691
H 2.207 -1.293 0.468
H 2.248 2.853 0.564
C 3.860 1.505 -0.042
Cl -4.978 -0.995 -2.160
C -3.553 -0.859 -1.152
Cl -0.944 -3.387 0.693
C -1.261 -0.767 0.469
H -0.054 0.761 3.083
C 3.886 0.174 -0.086
Ti -0.054 0.761 1.323
C -3.068 0.431 -0.809
Cl -3.554 -3.611 -1.153
C 2.561 -0.275 0.370
C -2.917 -2.051 -0.702
Cl -3.896 1.845 -1.395
N 2.592 1.893 0.417
*
```

Summary:
HOMO level (spin up / spin down) = -12.29 / -12.62 eV
total energy = -3902.59727 hartree
frontier orbital gap (spin up / spin down) = 7.32 / 7.39 eV

---

# 2
DFT (wB97M-V/def2-TZVPD) results for a cluster of 12 separate species, C54H70N6O30S2 in total at a distorted geometry.

The geometry in ORCA input format:
```
! wB97M-V def2-TZVPD RIJCOSX def2/J DEFGRID3
* xyz 0 1
H -1.532 3.199 -4.524
S -4.922 -1.012 1.849
C -5.649 0.206 2.906
O 7.666 0.518 -2.781
C -0.329 -0.116 -0.984
C -2.418 -0.697 -5.238
O 4.329 6.536 -0.257
C -4.602 2.270 -2.375
C -4.144 -6.612 -2.602
H 0.697 -1.555 -6.252
H -1.827 -3.372 3.176
H 3.134 3.879 -2.589
O 1.246 1.133 -2.731
H -1.940 -5.723 8.291
C -2.298 -4.807 7.829
H -0.074 -4.571 -0.944
C -2.244 2.645 -2.597
H -1.408 -1.139 2.070
C -3.329 2.265 -1.819
C 1.312 -2.740 4.099
H -2.138 -1.046 -0.243
O -2.521 1.357 5.687
N 7.647 -0.746 5.041
H 3.117 -1.490 -0.499
O 1.549 -3.429 1.475
H 6.000 1.357 5.189
H -3.501 -7.111 -3.322
H -0.653 -0.270 -2.004
O -2.856 2.700 -6.602
N -3.861 2.902 -5.949
H -2.955 -0.334 -4.371
C 6.124 -0.250 1.668
O -1.545 -5.700 -2.442
C -3.672 2.852 -4.497
H 0.822 3.671 -3.540
O -1.459 -3.357 5.687
H -0.968 5.143 -2.610
H -1.232 2.566 -2.218
H -6.095 -3.016 -0.652
C -2.091 -4.374 5.519
H 1.942 7.101 2.714
O -2.336 -4.973 4.362
H 2.153 0.976 1.071
H 4.709 2.356 3.217
O -2.088 4.113 0.150
O 7.071 -1.136 6.029
C -0.360 5.020 1.357
C -0.984 -1.344 -7.501
O -6.161 -1.984 1.747
H -5.458 1.900 -1.825
H 4.724 -2.010 -0.139
C 0.842 0.486 -0.582
H -0.458 -1.546 -8.424
H 3.232 5.061 2.708
H -2.740 2.176 2.056
C -4.777 2.620 -3.699
H -6.828 -3.933 1.620
O -2.598 -5.133 6.481
H -4.463 -3.141 -0.062
H 1.223 -1.872 4.750
O -2.286 6.134 0.807
C 1.633 3.839 1.883
O -2.164 -4.844 -0.462
H -0.604 -4.627 3.247
C 1.474 6.188 2.375
H -5.744 2.602 -4.185
H -4.940 -7.282 -2.290
H -2.195 3.382 3.312
C -2.318 -5.594 -1.529
O -5.022 -0.627 -7.606
C 5.319 1.463 3.146
C 1.804 6.615 -1.287
H -4.594 -5.712 -3.023
H -1.494 -4.073 7.883
H -5.225 -3.779 2.178
C 3.683 -2.263 0.027
C 2.403 -2.762 2.008
H -6.723 0.155 2.744
O 2.461 -2.437 3.293
H 0.337 -0.811 6.485
H -0.621 0.600 7.017
H 4.447 -1.015 -5.180
C 2.231 5.018 2.298
C 0.351 3.830 1.372
H 4.918 1.370 1.014
C 5.411 1.684 -3.450
H -3.178 -4.407 8.324
O -4.665 -0.432 0.570
H 3.473 -3.250 -0.381
H 5.745 1.771 -4.480
C 1.045 4.507 -2.887
C 2.321 4.552 -2.364
O 6.069 -0.777 -3.999
C 4.800 -1.407 -4.216
O -5.052 -0.222 -5.503
N 1.612 1.220 -1.567
S 6.282 0.256 -2.810
O -3.861 -1.709 2.502
C -0.616 -0.304 6.413
O 3.432 -2.176 1.414
H -3.208 1.958 -0.789
H 2.228 2.934 1.851
C -5.462 -3.592 0.021
N -1.657 5.107 0.712
N -4.469 -0.450 -6.544
H 5.978 -3.198 -4.327
O -1.647 1.411 3.600
H -0.753 -4.205 0.753
C 2.715 5.644 -1.613
C 4.923 -2.915 -4.324
H 4.354 1.436 -3.396
C -5.919 -3.355 1.447
H 4.682 -3.227 -5.343
H 0.624 -0.148 2.755
H -2.799 -1.132 -8.586
O 4.897 4.948 -1.585
O 8.844 -0.760 4.869
O 2.556 1.904 -1.218
O -0.827 0.049 5.029
C 0.476 6.447 -1.621
C 6.874 -0.776 2.714
C -2.409 2.933 -3.948
O 5.576 -0.219 -1.654
O -4.969 3.061 -6.400
C -2.556 2.377 3.110
H -0.400 7.085 1.843
C 1.248 0.480 0.747
H 3.999 -1.075 -3.550
H -5.300 -4.629 -0.254
C 0.182 6.172 1.880
N 4.087 5.731 -1.132
H 7.389 -1.728 2.645
C -0.347 -1.279 -6.270
H -0.069 2.961 0.882
H -1.439 -0.970 6.662
C -1.155 -0.649 -0.014
H 2.034 7.475 -0.674
C -0.874 -4.192 -0.320
H 1.454 -3.615 4.732
H 0.406 -2.849 3.511
C 6.013 0.908 4.203
C 6.825 -0.186 3.966
H -1.034 -3.170 -0.666
C -1.776 0.954 4.837
H 5.683 2.542 -2.842
H 4.295 -3.439 -3.614
H -0.584 -0.801 -4.168
H -0.235 7.134 -1.176
C 5.381 0.904 1.876
H -5.245 1.186 2.696
H -5.451 -0.130 3.923
C 0.424 -0.091 1.692
H -2.120 -4.859 2.320
C 0.070 5.399 -2.438
C -1.680 -4.452 3.225
C -3.035 -0.738 -6.472
C -1.058 -0.936 -5.131
H -3.531 2.267 3.593
H 6.393 -0.683 0.713
C -0.759 -0.723 1.311
C -2.355 -1.119 -7.601
O -3.461 -6.263 -1.411
*
```

Summary:
HOMO level = -9.81 eV
energy above the lowest of the compared OMol25 structures with the same formula, charge and spin = 0.0 kcal/mol
SMILES string = O=[N+]([O-])c1ccccc1.O=[N+]([O-])c1ccccc1.O=[N+]([O-])c1ccccc1.O=[N+]([O-])c1ccccc1.O=[N+]([O-])c1ccccc1.O=[N+]([O-])c1ccccc1.CCOS(C)(=O)=O.CCOS(C)(=O)=O.COC(=O)OC.COC(=O)OC.COC(=O)OC.COC(=O)OC
total energy = -5481.22644 hartree
frontier orbital gap = 8.65 eV